[1]
113
Properties=species:S:1:pos:R:3 method="wB97M-V/def2-TZVPD" molar_mass_g_mol=775.67 gap_ev=8.7 smiles="C#CCCC[C@@](C#N)(CC(=O)OC(C)=O)[C@](C#N)(B(N)O)[C@H](C)F.CCOC(C)=O.CCOC(C)=O.CCOC(C)=O.CCOC(C)=O.CCOC(C)=O" charge=0 homo_energy_ha=-0.322
C 3.1851 -4.2637 3.5830
C 2.3514 -3.1311 3.5082
C 1.4252 -1.8094 3.2207
C 0.0387 -2.1480 2.3482
C -1.1577 -2.4402 3.4294
C -2.6689 -2.0023 2.9111
C -2.7662 -1.9889 1.2403
N -2.7494 -1.7686 -0.0425
C -3.6890 -3.2008 3.3808
C -4.9361 -3.4672 2.2979
O -4.8571 -4.4337 1.3408
O -6.2209 -2.7232 2.3307
C -6.9541 -3.2300 3.5318
C -8.1545 -2.4015 4.2862
O -6.6530 -4.4502 4.0451
C -2.9904 -0.5270 3.5807
C -3.1720 -0.5977 5.2426
N -3.2077 -1.0265 6.4733
B -4.4361 0.1296 3.0391
N -5.5746 0.3593 4.0486
O -4.6907 0.5563 1.6497
C -1.8392 0.6090 3.3147
C -2.1629 2.0889 3.9681
F -1.5816 0.8777 1.8502
H 3.9172 -5.1745 3.6512
H 2.0531 -1.0929 2.5010
H 1.2126 -1.1770 4.1856
H -0.1229 -1.2160 1.6599
H 0.3207 -3.1114 1.7070
H -0.8350 -1.8827 4.4346
H -1.0812 -3.6000 3.7010
H -3.1425 -4.2598 3.4547
H -4.2094 -3.0396 4.4144
H -8.6908 -2.9825 5.1490
H -8.9687 -2.1411 3.4681
H -7.7190 -1.3696 4.6912
H -5.3372 1.2281 4.5907
H -6.4822 0.4884 3.5177
H -5.2925 -0.1690 1.2591
H -0.7693 0.3021 3.7470
H -1.1445 2.7052 3.8700
H -2.9477 2.7233 3.3303
H -2.4126 2.0756 5.1106
O -8.2909 0.0327 0.1918
C -7.8607 -0.2024 -0.9338
O -6.5313 -0.3160 -1.1510
C -5.9429 -0.7973 -2.3721
C -5.7653 0.3322 -3.3675
C -8.7921 -0.2689 -2.1098
H -6.5136 -1.6351 -2.7832
H -4.9583 -1.1970 -2.1050
H -6.7256 0.7700 -3.6537
H -5.2650 -0.0259 -4.2717
H -5.1681 1.1379 -2.9291
H -8.9537 0.7392 -2.4999
H -9.7487 -0.6801 -1.7704
H -8.4459 -0.9250 -2.9067
O 3.1748 0.6085 2.4254
C 3.8721 1.0871 3.3153
O 3.5718 0.8693 4.6152
C 4.4348 1.1990 5.7178
C 4.2229 2.6340 6.1585
C 5.0124 2.0058 2.9826
H 5.4803 0.9811 5.4811
H 4.1586 0.5280 6.5388
H 4.4758 3.3400 5.3627
H 4.8381 2.8634 7.0332
H 3.1718 2.8051 6.4114
H 4.6353 3.0263 2.8782
H 5.4482 1.6851 2.0305
H 5.8220 1.9810 3.7101
O 6.8548 1.4780 -0.7419
C 5.9006 1.3892 -1.5094
O 4.9783 2.3753 -1.5754
C 3.9546 2.4682 -2.5816
C 2.7271 1.6758 -2.1774
C 5.6822 0.1420 -2.3167
H 4.3380 2.1787 -3.5644
H 3.6879 3.5284 -2.6553
H 2.9513 0.6100 -2.0801
H 1.9301 1.7959 -2.9166
H 2.3586 2.0121 -1.2031
H 5.1281 -0.5842 -1.7165
H 6.6600 -0.2778 -2.5756
H 5.1673 0.3151 -3.2602
O 4.4548 -2.9126 -2.3195
C 3.5006 -3.0014 -3.0870
O 2.5783 -2.0152 -3.1531
C 1.5546 -1.9224 -4.1593
C 0.3271 -2.7148 -3.7550
C 3.2822 -4.2485 -3.8944
H 1.9380 -2.2119 -5.1420
H 1.2879 -0.8622 -4.2329
H 0.5513 -3.7806 -3.6577
H -0.4699 -2.5947 -4.4943
H -0.0414 -2.3785 -2.7808
H 2.7281 -4.9747 -3.2942
H 4.2600 -4.6684 -4.1532
H 2.7673 -4.0755 -4.8379
O 3.3514 2.5674 -5.4151
C 4.1217 3.3125 -6.0140
O 5.1285 3.9310 -5.3573
C 6.2024 4.6434 -5.9963
C 5.8119 6.0841 -6.2613
C 3.9033 3.6320 -7.4649
H 6.5391 4.1255 -6.8991
H 7.0460 4.6241 -5.2974
H 4.9628 6.1504 -6.9471
H 6.6503 6.6374 -6.6938
H 5.5070 6.5749 -5.3316
H 3.2025 4.4665 -7.5493
H 3.4723 2.7508 -7.9518
H 4.8198 3.8596 -8.0065

***

[2]
9
Properties=species:S:1:pos:R:3 method="wB97M-V/def2-TZVPD" molar_mass_g_mol=89.05 gap_ev=11.1 smiles="O=CNOC=O" charge=0 homo_energy_ha=-0.379
C 1.6679 0.3863 0.0020
C -1.5968 -0.6571 -0.0550
H 2.1070 1.3452 -0.0751
H -0.1193 1.2654 0.2989
H -2.1615 -1.6354 -0.1057
N 0.3312 0.3792 -0.0885
O 2.2661 -0.6581 -0.0290
O -0.2576 -0.8241 0.0679
O -2.2369 0.3986 -0.0156